No. 1
A 5-piece molecular cluster, C21H36BF12N3O8S overall at a distorted geometry. Source: OMol25; level of theory: ωB97M-V/def2-TZVPD.

```
82
Properties=species:S:1:pos:R:3:mulliken_charge:R:1
C 0.501 -7.534 0.249 -1.12
C -0.509 -7.103 1.294 -0.20
O 0.080 -6.220 2.265 -0.33
C 0.275 -4.972 1.862 0.36
O 0.001 -4.540 0.788 -0.52
C 0.877 -4.144 2.990 0.94
F 1.922 -4.746 3.549 -0.26
F -0.014 -3.923 3.954 -0.28
F 1.290 -2.961 2.551 -0.25
H 1.371 -7.987 0.726 0.31
H 0.056 -8.255 -0.436 0.37
H 0.858 -6.685 -0.333 0.32
H -0.856 -7.971 1.851 0.32
H -1.384 -6.634 0.843 0.31
C -3.114 5.486 -4.991 -1.12
C -1.785 5.614 -4.276 -0.24
O -1.196 4.327 -4.021 -0.26
C -0.636 3.732 -5.066 0.25
O -0.580 4.176 -6.168 -0.52
C -0.036 2.396 -4.645 1.00
F -0.897 1.661 -3.942 -0.28
F 1.047 2.572 -3.882 -0.24
F 0.330 1.666 -5.684 -0.27
H -3.789 4.842 -4.425 0.30
H -3.577 6.464 -5.115 0.38
H -2.994 5.038 -5.977 0.32
H -1.934 6.073 -3.301 0.33
H -1.086 6.243 -4.828 0.32
C -3.312 -0.945 4.720 -0.93
C -2.796 0.373 5.261 -0.18
O -3.498 0.767 6.452 -0.34
C -3.159 0.118 7.559 0.33
O -2.335 -0.737 7.633 -0.50
C -3.957 0.649 8.744 0.91
F -5.259 0.713 8.471 -0.25
F -3.557 1.877 9.075 -0.26
F -3.812 -0.119 9.811 -0.24
H -4.388 -0.891 4.550 0.28
H -2.817 -1.194 3.783 0.17
H -3.140 -1.759 5.423 0.40
H -2.972 1.164 4.533 0.30
H -1.722 0.341 5.452 0.32
C 4.100 1.301 -3.139 -0.78
C 5.494 1.675 -2.682 -0.39
O 6.471 0.711 -3.114 -0.32
C 6.819 0.777 -4.393 0.34
O 6.397 1.559 -5.184 -0.50
C 7.872 -0.280 -4.705 0.92
F 7.515 -1.481 -4.250 -0.25
F 9.040 0.031 -4.142 -0.26
F 8.076 -0.394 -6.007 -0.24
H 3.844 0.297 -2.801 0.28
H 3.367 2.001 -2.747 0.15
H 4.025 1.300 -4.227 0.41
H 5.535 1.678 -1.594 0.33
H 5.778 2.673 -3.020 0.33
N 2.402 0.191 0.977 -0.78
C 1.182 0.405 0.188 0.86
N 0.637 -0.847 -0.337 -0.23
N 1.607 1.191 -0.969 -0.32
C 0.099 1.097 1.060 -1.27
B -1.036 1.870 0.237 0.23
C -2.123 1.195 -0.714 -0.20
C -2.632 -0.191 -0.258 -0.57
C -3.499 -0.158 1.022 -0.26
S -5.024 0.831 0.750 -0.24
H 3.154 -0.018 0.337 0.27
H 2.279 -0.590 1.605 0.28
H 0.760 -1.613 0.303 0.05
H 0.993 -1.066 -1.253 0.16
H 1.699 2.157 -0.693 0.29
H 0.962 1.083 -1.738 0.02
H -0.316 0.363 1.772 0.23
H 0.636 1.836 1.678 0.32
H -1.092 3.059 0.370 -0.17
H -2.969 1.886 -0.848 0.55
H -1.665 1.102 -1.713 -0.26
H -3.282 -0.578 -1.059 0.46
H -1.841 -0.936 -0.127 0.23
H -3.807 -1.193 1.221 0.46
H -2.919 0.163 1.894 -0.17
H -6.036 -0.059 1.000 0.13
```

Results
Calculated total energy: -87333.8106 eV
SMILES string: CCOC(=O)C(F)(F)F.CCOC(=O)C(F)(F)F.CCOC(=O)C(F)(F)F.CCOC(=O)C(F)(F)F.NC(N)(N)CBCCCS
Lowest unoccupied orbital energy: 0.36 eV

---

No. 2
A single C2H4N2O2 molecule at a distorted geometry. Source: OMol25; level of theory: ωB97M-V/def2-TZVPD.

```
10
Properties=species:S:1:pos:R:3:mulliken_charge:R:1
C 1.651 -0.136 -0.056 -1.07
C 0.184 -0.290 -0.165 0.13
N -0.489 0.725 0.125 -0.36
N -2.140 0.488 0.133 0.87
O -2.578 0.982 1.123 -0.49
O -2.686 0.013 -0.847 -0.49
H 2.189 -0.832 -0.656 0.33
H 1.973 -0.506 0.914 0.30
H 2.148 0.764 -0.078 0.36
H -0.251 -1.207 -0.495 0.41
```

Results
Calculated total energy: -9209.4387 eV
Energy relative to the best compared isomer or geometry (same formula, charge and spin): 5.784 eV
SMILES string: C/C=N/[N+](=O)[O-]
Lowest unoccupied orbital energy: 0.33 eV

---

No. 3
C39H58BBaN12S3Si2 as an isolated structure at a distorted geometry. Source: OMol25; level of theory: ωB97M-V/def2-TZVPD.

```
116
Properties=species:S:1:pos:R:3:mulliken_charge:R:1
Ba -0.777 0.609 0.548 1.51
C 0.635 -6.507 1.017 -1.80
C 0.547 -5.008 1.320 1.62
C -0.924 -4.605 1.318 -2.45
C 1.106 -4.707 2.716 -1.66
N 1.401 -4.286 0.330 0.61
C 2.772 -4.546 0.332 -0.12
C 3.325 -3.796 -0.622 -1.54
N 2.325 -3.074 -1.242 -0.18
B 2.765 -2.021 -2.303 0.76
N 1.642 -1.730 -3.328 0.26
C 1.311 -2.770 -4.177 -1.58
C 0.420 -2.322 -5.060 -0.22
N 0.179 -0.978 -4.768 0.62
C 0.923 -0.621 -3.660 -0.01
S 0.877 0.833 -2.781 -0.20
C -0.743 -0.217 -5.662 1.39
C -0.743 1.290 -5.442 -2.07
C -2.161 -0.748 -5.425 -1.53
C -0.307 -0.463 -7.113 -1.73
N 3.382 -0.745 -1.657 0.30
C 4.148 0.052 -2.486 -1.59
C 4.675 1.035 -1.759 -0.11
N 4.257 0.853 -0.439 0.49
C 3.433 -0.252 -0.389 -0.27
S 2.619 -0.903 0.957 0.07
C 4.693 1.852 0.586 1.45
C 6.188 2.127 0.369 -1.81
C 4.533 1.397 2.034 -1.67
C 3.876 3.128 0.369 -1.54
C 1.122 -3.380 -0.667 0.09
S -0.400 -2.773 -1.142 -0.16
H 0.045 -7.067 1.746 0.43
H 1.664 -6.866 1.062 0.39
H 0.242 -6.710 0.018 0.38
H -1.423 -5.185 2.101 0.64
H -1.401 -4.809 0.364 0.42
H -1.046 -3.543 1.531 0.49
H 0.467 -5.175 3.467 0.48
H 1.125 -3.627 2.889 0.28
H 2.120 -5.091 2.847 0.42
H 3.238 -5.211 1.037 0.52
H 4.359 -3.675 -0.903 0.58
H 3.676 -2.519 -2.940 -0.21
H 1.751 -3.748 -4.069 0.58
H -0.090 -2.845 -5.848 0.49
H -1.115 1.552 -4.460 0.40
H -1.397 1.731 -6.199 0.55
H 0.257 1.712 -5.543 0.39
H -2.436 -0.596 -4.379 0.28
H -2.238 -1.815 -5.656 0.34
H -2.869 -0.203 -6.053 0.44
H 0.741 -0.183 -7.241 0.37
H -0.915 0.151 -7.780 0.45
H -0.426 -1.505 -7.415 0.40
H 4.208 -0.136 -3.546 0.55
H 5.283 1.864 -2.069 0.49
H 6.748 1.189 0.346 0.39
H 6.563 2.733 1.195 0.47
H 6.382 2.672 -0.556 0.42
H 5.020 0.438 2.209 0.40
H 3.490 1.291 2.307 0.14
H 4.994 2.156 2.673 0.56
H 3.969 3.482 -0.661 0.35
H 4.222 3.915 1.043 0.44
H 2.818 2.938 0.565 0.30
N -3.509 -1.645 -0.391 -0.07
C -3.480 -1.734 0.958 0.06
N -4.491 -2.368 1.550 -0.69
C -4.392 -2.408 2.872 0.22
N -5.419 -2.981 3.548 -0.38
N -3.377 -1.928 3.606 -0.67
C -2.443 -1.295 2.925 0.07
N -2.449 -1.151 1.601 1.12
C -1.278 -0.766 3.680 0.11
C -1.193 -0.952 5.055 -0.50
C -0.035 -0.579 5.709 -0.80
C 0.994 -0.014 4.974 -0.66
C 0.780 0.230 3.630 -1.59
N -0.334 -0.127 2.987 1.06
H -4.181 -2.259 -0.823 0.30
H -2.602 -1.627 -0.846 -0.21
H -6.044 -3.548 3.002 0.27
H -5.233 -3.264 4.495 0.26
H -2.037 -1.392 5.566 0.56
H 0.071 -0.725 6.777 0.44
H 1.936 0.254 5.432 0.56
H 1.536 0.724 3.030 0.85
C -2.399 2.644 3.661 -1.04
Si -1.062 3.096 2.340 -0.65
C 0.251 3.893 3.507 -1.39
C -1.826 4.559 1.344 0.22
C -1.741 5.842 1.911 -0.31
C -2.174 6.984 1.247 -0.73
C -2.699 6.862 -0.033 -0.71
C -2.809 5.600 -0.606 -0.31
C -2.401 4.428 0.054 0.53
Si -2.732 2.719 -0.800 -0.07
C -3.234 3.166 -2.601 -1.39
C -4.486 2.330 -0.071 -1.10
H -2.781 3.533 4.184 0.47
H -1.963 1.976 4.418 0.28
H -3.263 2.125 3.218 0.15
H -0.187 4.594 4.235 0.38
H 1.025 4.429 2.944 0.32
H 0.744 3.100 4.085 0.21
H -1.310 5.959 2.904 0.19
H -2.098 7.959 1.720 0.37
H -3.029 7.743 -0.576 0.37
H -3.231 5.525 -1.606 0.19
H -4.112 3.828 -2.657 0.44
H -3.488 2.244 -3.135 0.18
H -2.409 3.648 -3.140 0.32
H -5.201 3.150 -0.240 0.33
H -4.423 2.171 1.017 0.18
H -4.905 1.416 -0.516 0.31
```

Results
Net charge: -1
Calculated total energy: -108905.1500 eV
Energy relative to the best compared isomer or geometry (same formula, charge and spin): 1.590 eV
Lowest unoccupied orbital energy: 1.67 eV

---

Which value of calculated total energy does entry 1 give?
-87333.8106 eV

---

What is the formula in the third record?
C39H58BBaN12S3Si2